Run one
# C5H6N2

A single C5H6N2 molecule (ωB97M-V/def2-TZVPD, OMol25).

```
13
Properties=species:S:1:pos:R:3:mulliken_charge:R:1
C -1.15 1.25 0.25 0.215
N -2.37 1.12 0.05 -0.519
C -1.11 -0.17 0.38 -0.309
C -0.32 -0.88 -0.71 -0.656
C 1.11 -0.70 -0.18 0.167
C 1.57 0.59 0.28 -0.364
N 1.03 -0.06 1.21 -0.432
H -0.33 1.92 -0.01 0.243
H -1.42 -0.71 1.26 0.349
H -0.49 -0.39 -1.67 0.257
H -0.56 -1.94 -0.80 0.302
H 1.85 -1.51 -0.25 0.388
H 2.19 1.47 0.20 0.359
```

Computed properties:
SMILES = C1=N[C@H]1C[C@H]1C=N1
E_HOMO = -9.0 eV
E_LUMO = 0.76 eV
Kohn-Sham gap = 9.72 eV
total charge = 0



Run two
# C5H6N2

A single C5H6N2 molecule (ωB97M-V/def2-TZVPD, OMol25).

```
13
Properties=species:S:1:pos:R:3:mulliken_charge:R:1
N -1.04 2.27 1.37 -0.443
C -1.08 1.28 0.77 0.064
C -1.26 0.21 -0.18 0.241
C -0.15 -0.18 -1.08 -0.171
C 1.22 -0.05 -0.43 -0.553
C 0.60 -0.80 0.76 -0.453
N -0.65 -1.12 -0.03 -0.581
H -2.27 0.21 -0.57 0.393
H -0.35 -0.33 -2.14 0.357
H 1.96 -0.62 -1.01 0.280
H 1.61 0.94 -0.22 0.279
H 1.08 -1.68 1.19 0.301
H 0.33 -0.11 1.58 0.286
```

Computed properties:
SMILES = N#C[C@H]1[C@H]2CCN21
E_HOMO = -9.9 eV
E_LUMO = 0.94 eV
Kohn-Sham gap = 10.84 eV
total charge = 0



Run three
# C5H6N2

A single C5H6N2 molecule (ωB97M-V/def2-TZVPD, OMol25).

```
13
Properties=species:S:1:pos:R:3:mulliken_charge:R:1
C 0.88 -1.32 -0.13 -0.170
C 1.67 -0.27 0.03 0.147
C -1.37 0.89 -0.24 -0.048
C -2.49 0.06 0.21 -0.444
C 2.47 0.72 0.12 -0.640
N -0.51 -1.39 -0.03 -1.080
N -1.16 -0.34 -0.10 0.650
H 1.30 -2.27 -0.41 0.364
H -2.62 0.05 1.36 0.214
H -3.13 -0.30 -0.59 0.246
H 3.04 0.91 1.07 0.204
H 2.68 1.46 -0.66 0.266
H -0.75 1.81 -0.64 0.291
```

Computed properties:
E_HOMO = -7.6 eV
E_LUMO = 0.99 eV
Kohn-Sham gap = 8.56 eV
total charge = 0



Run four
# C5H6N2

A single C5H6N2 molecule (ωB97M-V/def2-TZVPD, OMol25).

```
13
Properties=species:S:1:pos:R:3:mulliken_charge:R:1
C -0.16 1.33 -0.04 -0.441
C 0.31 0.07 -0.02 0.485
C -0.85 -0.88 -0.06 0.854
C -2.11 -0.17 0.04 -0.610
C 1.72 -0.31 -0.04 -1.327
N -1.57 1.44 -0.06 -0.271
N -0.86 -2.15 -0.02 -0.543
H 0.52 2.26 -0.03 0.308
H 2.06 -1.19 -0.71 0.272
H 2.38 0.47 -0.36 0.395
H 2.21 -0.42 0.85 0.330
H -1.94 2.20 0.47 0.258
H -1.72 -2.66 -0.02 0.290
```

Computed properties:
E_HOMO = -8.7 eV
E_LUMO = -1.51 eV
Kohn-Sham gap = 7.19 eV
total charge = 0



Which one sits at the bottom of the stability order? run three does.



Run one
# C5H6N2

A single C5H6N2 molecule (ωB97M-V/def2-TZVPD, OMol25).

```
13
Properties=species:S:1:pos:R:3:mulliken_charge:R:1
C 1.34 -0.96 0.93 -0.182
N 2.36 -0.60 0.29 -0.542
C 1.18 0.36 0.37 0.001
C 0.31 0.58 -0.85 -0.687
C -1.17 0.54 -0.50 0.127
C -1.80 -0.60 0.13 -0.323
N -1.56 0.31 0.96 -0.452
H 0.95 -1.83 1.46 0.332
H 1.31 1.23 1.02 0.364
H 0.55 -0.20 -1.60 0.300
H 0.55 1.54 -1.31 0.317
H -1.81 1.25 -1.03 0.414
H -2.21 -1.61 0.13 0.331
```

Computed properties:
SMILES = C1=N[C@H]1C[C@H]1C=N1
E_HOMO = -10.0 eV
E_LUMO = 0.93 eV
Kohn-Sham gap = 10.94 eV
total charge = 0



Run two
# C5H6N2

A single C5H6N2 molecule (ωB97M-V/def2-TZVPD, OMol25).

```
13
Properties=species:S:1:pos:R:3:mulliken_charge:R:1
N -2.78 -0.72 -0.76 -0.429
C -1.62 -0.70 -0.70 0.072
C -0.15 -0.62 -0.64 0.148
C 0.43 0.77 -0.93 -0.498
C 1.28 0.83 0.34 -0.392
C 0.33 0.46 1.41 -0.245
N 0.30 -0.86 0.76 -0.492
H 0.26 -1.39 -1.29 0.403
H -0.32 1.57 -0.99 0.344
H 1.03 0.78 -1.85 0.268
H 1.19 -1.35 0.79 0.350
H -0.69 0.86 1.43 0.214
H 0.73 0.38 2.42 0.255
```

Computed properties:
E_HOMO = -8.8 eV
E_LUMO = 0.01 eV
Kohn-Sham gap = 8.83 eV
total charge = 0



Run three
# C5H6N2

A molecular structure, C5H6N2 (ωB97M-V/def2-TZVPD, OMol25).

```
13
Properties=species:S:1:pos:R:3:mulliken_charge:R:1
C 1.57 0.56 0.17 -0.494
C 1.48 -0.76 0.34 -0.310
C -1.55 -0.66 0.25 -0.069
C -1.03 0.82 -0.02 -0.551
C 0.23 0.45 -0.71 -0.084
N -0.74 -1.57 -0.02 -0.576
N 0.42 -1.06 -0.52 0.075
H 1.94 1.45 0.69 0.367
H 2.19 -1.51 0.79 0.328
H -2.64 -0.97 0.57 0.324
H -1.67 1.34 -0.76 0.326
H -0.67 1.19 0.97 0.290
H 0.47 0.72 -1.75 0.375
```

Computed properties:
E_HOMO = -8.4 eV
E_LUMO = 1.07 eV
Kohn-Sham gap = 9.46 eV
total charge = 0



Which one sits at the bottom of the stability order? run two does.



Run one
# C5H6N2

A single C5H6N2 molecule (ωB97M-V/def2-TZVPD, OMol25).

```
13
Properties=species:S:1:pos:R:3:mulliken_charge:R:1
C -2.15 0.49 0.83 -0.980
C -0.83 0.88 0.28 0.473
N -0.32 1.72 -0.49 -0.526
C 0.62 0.73 0.12 -0.065
C 1.01 -0.36 -0.67 0.238
N 0.81 -1.07 -1.69 -0.613
C 2.00 -1.37 -0.85 -0.253
H -2.27 1.15 1.62 0.295
H -2.76 0.60 -0.03 0.323
H -2.31 -0.52 1.29 0.273
H 1.29 0.98 0.93 0.408
H 2.97 -1.08 -1.24 0.220
H 1.94 -2.15 -0.12 0.208
```

Computed properties:
SMILES = CC1=N[C@@H]1C1=NC1
E_HOMO = -9.6 eV
E_LUMO = 0.80 eV
Kohn-Sham gap = 10.40 eV
total charge = 0



Run two
# C5H6N2

A molecular structure, C5H6N2 (ωB97M-V/def2-TZVPD, OMol25).

```
13
Properties=species:S:1:pos:R:3:mulliken_charge:R:1
C 1.02 -0.69 0.66 -0.426
C 0.95 -1.12 -0.84 -0.464
C -0.31 -0.28 -0.79 0.389
N -0.86 0.74 -1.38 -0.653
C -1.40 1.45 -0.30 -0.218
C -1.09 0.88 0.90 -0.378
N -0.41 -0.29 0.58 -0.026
H 1.63 0.21 0.78 0.236
H 1.26 -1.43 1.42 0.275
H 1.73 -0.75 -1.49 0.252
H 0.79 -2.19 -0.98 0.227
H -1.96 2.35 -0.47 0.413
H -1.36 1.14 1.91 0.373
```

Computed properties:
E_HOMO = -8.8 eV
E_LUMO = 0.99 eV
Kohn-Sham gap = 9.80 eV
total charge = 0



Which one sits at the bottom of the stability order? run one does.



Run one
# C5H6N2

A single C5H6N2 molecule (ωB97M-V/def2-TZVPD, OMol25).

```
13
Properties=species:S:1:pos:R:3:mulliken_charge:R:1
N 2.23 -0.34 1.66 -0.409
C 1.66 -0.13 0.68 0.130
C 1.00 0.23 -0.57 -0.002
C -0.15 -0.59 -1.17 -0.087
C -0.48 -1.88 -0.62 -0.407
C -1.00 0.86 0.70 -0.812
N -0.33 0.77 -0.58 -0.253
H 1.69 0.65 -1.30 0.358
H -0.10 -0.56 -2.26 0.363
H -0.99 -1.74 0.35 0.193
H -0.84 -0.01 1.36 0.340
H -2.07 0.99 0.53 0.276
H -0.61 1.74 1.23 0.310
```

Computed properties:
E_HOMO (spin up / spin down) = -9.2 / -9.2 eV
E_LUMO (spin up / spin down) = -1.10 / -1.10 eV
Kohn-Sham gap (spin up / spin down) = 8.12 / 8.11 eV
total charge = 0



Run two
# C5H6N2

A single C5H6N2 molecule (ωB97M-V/def2-TZVPD, OMol25).

```
13
Properties=species:S:1:pos:R:3:mulliken_charge:R:1
N -1.35 1.08 1.29 -0.580
C -0.46 0.35 0.46 0.678
C -0.26 0.70 -0.95 -0.402
C 0.54 -0.17 -1.72 -0.239
N 1.18 -1.15 -1.21 -0.558
C 0.99 -1.48 0.07 -0.187
C 0.17 -0.80 0.98 -0.429
H -0.90 1.51 2.09 0.257
H -1.78 1.81 0.71 0.259
H -0.43 1.71 -1.34 0.263
H 0.78 0.10 -2.82 0.278
H 1.45 -2.45 0.48 0.256
H 0.07 -1.22 1.94 0.405
```

Computed properties:
SMILES = Nc1ccncc1
E_HOMO = -9.0 eV
E_LUMO = 0.99 eV
Kohn-Sham gap = 9.99 eV
total charge = 0



Run three
# C5H6N2

A single C5H6N2 molecule (ωB97M-V/def2-TZVPD, OMol25).

```
13
Properties=species:S:1:pos:R:3:mulliken_charge:R:1
N -2.16 -1.56 0.82 -0.450
C -1.04 -1.47 0.55 0.155
C 0.26 -1.32 -0.06 0.167
C 0.43 -0.15 -0.96 -0.167
C -0.31 1.09 -0.49 -0.652
C 0.44 0.88 0.85 -0.388
N 1.23 -0.27 0.29 -0.549
H 0.71 -2.25 -0.40 0.381
H 0.85 -0.29 -1.94 0.351
H 0.02 1.99 -1.01 0.277
H -1.41 1.07 -0.48 0.293
H 1.14 1.68 1.11 0.296
H -0.17 0.62 1.71 0.285
```

Computed properties:
SMILES = N#C[C@H]1[C@H]2CCN21
E_HOMO = -9.9 eV
E_LUMO = 0.96 eV
Kohn-Sham gap = 10.82 eV
total charge = 0



Run four
# C5H6N2

A single C5H6N2 molecule (ωB97M-V/def2-TZVPD, OMol25).

```
13
Properties=species:S:1:pos:R:3:mulliken_charge:R:1
H -0.86 2.69 -0.04 0.217
N -1.22 1.74 -0.01 -0.647
C -0.29 0.88 -0.04 0.138
N 1.10 1.06 -0.05 -0.102
C 1.74 -0.21 0.00 -0.245
C 0.85 -1.21 -0.06 -0.765
C -0.50 -0.62 -0.05 0.701
C -1.77 -1.10 0.02 -0.873
H 1.57 1.92 0.11 0.201
H 2.83 -0.27 0.13 0.347
H 1.11 -2.24 0.02 0.388
H -1.93 -2.21 -0.07 0.263
H -2.62 -0.44 0.04 0.377
```

Computed properties:
SMILES = [H]/N=C1\NC=CC1=C
E_HOMO = -7.9 eV
E_LUMO = 0.44 eV
Kohn-Sham gap = 8.38 eV
total charge = 0



Which one sits at the bottom of the stability order? run one does.



Run one
# C2H5NO2P

A molecular structure, C2H5NO2P (ωB97M-V/def2-TZVPD, OMol25).

```
11
Properties=species:S:1:pos:R:3:mulliken_charge:R:1
C -0.59 1.04 -0.17 -0.259
C -0.88 -0.50 -0.05 -0.642
N 1.44 0.10 0.39 0.184
O 2.64 0.34 0.49 -0.684
O 0.66 1.12 -0.82 -0.543
P 0.74 -1.31 -0.48 -0.177
H -1.35 1.47 -0.95 0.201
H -0.69 1.64 0.75 0.177
H -0.98 -0.69 1.01 0.288
H -1.72 -0.83 -0.62 0.497
H 0.73 -2.37 0.45 -0.042
```

Computed properties:
E_HOMO (spin up / spin down) = -2.0 / -2.0 eV
E_LUMO (spin up / spin down) = 4.54 / 4.54 eV
Kohn-Sham gap (spin up / spin down) = 6.56 / 6.56 eV
total charge = -1



Run two
# C2H5NO2P

A gas-phase ion, C2H5NO2P (charge -1) (ωB97M-V/def2-TZVPD, OMol25).

```
11
Properties=species:S:1:pos:R:3:mulliken_charge:R:1
C -1.26 -1.47 0.02 -0.513
C -0.74 -0.48 0.70 -0.385
P 0.86 -0.02 -0.01 0.792
N 0.36 1.98 -0.69 -0.804
O 1.19 -0.90 -1.17 -0.731
O 1.90 0.22 1.06 -0.708
H -2.15 -1.91 0.34 0.273
H -0.79 -2.06 -0.82 0.244
H -0.98 -0.08 1.59 0.421
H 1.18 2.35 -1.26 0.189
H 0.44 2.37 0.24 0.222
```

Computed properties:
SMILES = C=C[P@](N)(=O)[O-]
E_HOMO = -4.3 eV
E_LUMO = 4.20 eV
Kohn-Sham gap = 8.47 eV
total charge = -1



Which one sits at the bottom of the stability order? run one does.



Run one
# C4H5NO2

A single C4H5NO2 molecule (ωB97M-V/def2-TZVPD, OMol25).

```
12
Properties=species:S:1:pos:R:3:mulliken_charge:R:1
O -0.92 2.25 -0.54 -0.502
C -0.42 1.32 0.02 0.526
C -1.04 -0.02 0.33 -0.432
C -0.21 -1.11 -0.39 -0.446
N 1.23 -0.85 -0.40 -0.490
C 1.65 0.24 0.09 0.090
O 0.91 1.37 0.41 -0.325
H -0.98 -0.14 1.41 0.281
H -2.10 -0.05 0.05 0.301
H -0.57 -1.28 -1.41 0.341
H -0.27 -2.07 0.14 0.274
H 2.71 0.35 0.30 0.382
```

Computed properties:
SMILES = O=C1CCN=CO1
E_HOMO = -10.3 eV
E_LUMO = 0.70 eV
Kohn-Sham gap = 11.04 eV
total charge = 0



Run two
# C4H5NO2

2 unconnected molecules or ions with the total composition C4H5NO2 (ωB97M-V/def2-TZVPD, OMol25).

```
12
Properties=species:S:1:pos:R:3:mulliken_charge:R:1
C 0.86 -0.38 0.05 0.499
C -0.05 0.82 0.28 0.237
C 0.40 2.02 0.12 -0.591
C -1.51 0.48 -0.13 0.063
H 0.74 -2.57 -0.36 0.336
H -0.90 -1.63 0.12 0.419
H 1.51 2.21 0.07 0.288
H -0.36 2.84 0.20 0.231
H -2.35 1.17 -0.03 0.346
N 0.23 -1.67 0.56 -0.694
O 2.07 -0.30 -0.42 -0.604
O -1.87 -0.69 -0.31 -0.530
```

Computed properties:
E_HOMO = -9.6 eV
E_LUMO = -0.83 eV
Kohn-Sham gap = 8.79 eV
total charge = 0



Run three
# C4H5NO2

A single C4H5NO2 molecule (ωB97M-V/def2-TZVPD, OMol25).

```
12
Properties=species:S:1:pos:R:3:mulliken_charge:R:1
O -2.36 0.22 1.59 -0.459
C -1.56 0.30 0.70 -0.140
C -0.27 -0.46 0.72 0.076
C 0.15 -1.11 -0.59 -0.447
N 0.88 -0.04 -0.01 -0.088
C 1.45 1.11 -0.50 0.104
O 1.95 1.20 -1.60 -0.517
H -1.75 0.91 -0.22 0.317
H -0.08 -0.97 1.67 0.345
H -0.46 -0.90 -1.47 0.253
H 0.61 -2.09 -0.57 0.217
H 1.48 1.92 0.25 0.338
```

Computed properties:
SMILES = O=C[C@H]1CN1C=O
E_HOMO = -10.1 eV
E_LUMO = 0.53 eV
Kohn-Sham gap = 10.68 eV
total charge = 0



Run four
# C4H5NO2

A single C4H5NO2 molecule (ωB97M-V/def2-TZVPD, OMol25).

```
12
Properties=species:S:1:pos:R:3:mulliken_charge:R:1
O -3.10 -0.46 0.06 -0.612
C -1.92 -0.20 0.14 0.195
C -1.35 1.16 0.41 -0.176
C -0.02 1.11 0.19 -0.586
C 0.41 -0.28 -0.20 0.173
O 1.48 -0.82 0.64 -0.534
N -0.85 -1.01 0.06 -0.142
H -1.93 1.94 0.77 0.487
H 0.71 1.99 0.42 0.310
H 0.69 -0.54 -1.15 0.305
H 1.61 -0.35 1.41 0.315
H -0.69 -2.06 0.00 0.266
```

Computed properties:
SMILES = O=C1C=C[C@@H](O)N1
E_HOMO = -9.9 eV
E_LUMO = 0.40 eV
Kohn-Sham gap = 10.30 eV
total charge = 0



Which one sits at the bottom of the stability order? run two does.